A single C20H17BCl2N4O6 molecule at a distorted geometry, computed with ωB97M-V/def2-TZVPD.

Geometry as XYZ:
```
50
Properties=species:S:1:pos:R:3:forces:R:3:nbo_charge:R:1
C 0.964 2.705 1.379 0.2 -0.2 0.0 -0.669
C 0.066 3.509 0.510 -1.2 0.5 -0.7 0.423
N 0.397 4.652 0.001 0.6 1.1 -0.5 -0.446
C -0.666 5.103 -0.762 0.5 -0.4 -0.3 0.102
C -0.851 6.253 -1.561 0.5 -1.0 0.9 0.038
N 0.245 7.171 -1.865 1.5 2.0 -0.6 0.515
O 0.099 8.392 -1.717 -0.5 -1.8 0.4 -0.356
O 1.276 6.707 -2.331 -0.9 -0.5 0.5 -0.335
C -2.074 6.443 -2.130 -0.6 0.8 -0.9 -0.071
Cl -2.251 7.741 -3.246 -0.3 0.2 -0.2 0.065
C -3.158 5.563 -1.951 0.0 -0.5 0.1 -0.049
Cl -4.724 5.984 -2.597 0.5 -0.4 0.2 0.039
C -2.961 4.364 -1.287 0.6 0.5 0.3 -0.242
C -1.691 4.144 -0.731 -0.3 1.0 0.3 0.180
N -1.221 3.159 0.093 -0.2 -1.6 1.0 -0.379
C -2.060 2.132 0.750 0.0 0.6 0.0 -0.236
C -1.420 0.788 0.768 0.7 -1.0 -0.8 -0.019
C -1.445 -0.023 1.888 0.1 -0.8 -0.2 -0.215
C -0.897 -1.314 1.860 0.1 1.1 0.0 -0.140
C -0.233 -1.756 0.728 -0.3 -1.4 0.8 -0.455
B 0.291 -3.209 0.643 0.5 -0.1 -0.9 1.215
O 0.286 -3.918 -0.595 0.9 0.6 0.3 -0.740
C 1.463 -4.265 -1.231 2.0 1.4 -0.8 0.786
O 2.312 -3.468 -1.595 -1.8 -0.1 0.9 -0.552
C 1.776 -5.707 -1.369 -0.3 -1.1 1.6 -0.326
N 2.131 -6.234 0.006 -1.0 0.3 0.0 -0.396
C 3.414 -5.749 0.548 -0.2 -0.2 -2.3 -0.437
C 0.981 -6.093 0.960 -0.6 -1.2 -1.7 -0.357
C 1.176 -5.068 2.024 0.4 -1.6 0.6 0.793
O 1.664 -5.463 3.053 -0.5 1.7 -0.1 -0.526
O 0.797 -3.780 1.787 0.2 -0.2 0.6 -0.701
C -0.129 -0.932 -0.355 -0.1 0.5 -1.4 -0.093
C -0.758 0.294 -0.372 0.3 0.9 0.1 -0.228
H 1.705 3.366 1.820 -0.1 0.2 0.0 0.256
H 1.532 1.980 0.779 -0.3 0.0 0.1 0.248
H 0.438 2.186 2.183 0.0 0.0 -0.2 0.229
H -3.745 3.660 -1.119 -0.5 -0.2 -0.1 0.232
H -3.020 2.049 0.216 0.4 0.2 0.1 0.230
H -2.281 2.458 1.779 0.0 -0.1 -0.3 0.214
H -1.913 0.325 2.779 -0.3 0.2 0.6 0.212
H -0.896 -1.942 2.732 -0.2 -0.1 0.3 0.224
H 0.894 -6.223 -1.734 0.0 -0.5 0.0 0.217
H 2.628 -5.875 -2.022 -0.1 0.2 0.0 0.239
H 3.408 -5.800 1.594 0.1 -0.3 1.4 0.224
H 4.235 -6.354 0.131 -0.3 0.3 0.2 0.209
H 3.547 -4.708 0.260 0.4 0.3 0.0 0.184
H 0.116 -5.832 0.343 0.0 -0.3 0.3 0.220
H 0.739 -7.078 1.425 0.5 0.8 0.0 0.230
H 0.434 -1.270 -1.226 -0.2 0.1 0.1 0.224
H -0.625 0.933 -1.245 -0.2 -0.1 0.2 0.221
```
Forces are in eV/Å.

Properties
Electronic energy: -2388.0343 a.u.
Largest force on an atom: 0.05107 Eh/bohr
Charge: 0
LUMO: -0.4 eV
Relative energy (zero: lowest compared OMol25 entry of this formula, charge and spin): 0.00 kcal/mol
SMILES: Cc1nc2c([N+](=O)[O-])c(Cl)c(Cl)cc2n1Cc1ccc(B2OC(=O)CN(C)CC(=O)O2)cc1
HOMO energy: -9.05 eV
Molecular weight: 491.1 g mol⁻¹
Gap between HOMO and LUMO: 8.666 eV

C6H7N as an isolated structure at a distorted geometry, computed with ωB97M-V/def2-TZVPD.

Geometry as XYZ:
```
14
Properties=species:S:1:pos:R:3:forces:R:3:nbo_charge:R:1
C -0.595 -2.348 -1.407 2.3 5.7 3.8 0.224
C 0.059 -0.897 -0.324 -2.1 -5.6 -3.0 0.069
C -0.110 -0.331 0.796 -0.1 0.1 -0.7 0.048
C 1.018 0.122 -0.238 -1.3 2.7 -1.3 -0.201
C -1.002 0.071 1.869 1.5 -1.5 1.8 -0.661
C 0.799 1.357 -1.137 3.1 0.1 0.1 -0.633
N -0.925 -3.374 -1.753 -0.8 -2.1 -1.0 -0.396
H 2.028 -0.002 -0.125 2.4 -1.1 1.1 0.190
H -1.691 0.737 1.466 -1.2 1.5 -0.4 0.242
H -0.391 0.502 2.682 -0.7 0.0 -0.2 0.235
H -1.554 -0.812 2.252 0.3 0.5 -0.2 0.247
H -0.013 1.894 -0.781 -1.8 1.1 0.2 0.207
H 0.680 0.973 -2.140 -0.3 0.3 -0.4 0.219
H 1.697 2.107 -1.160 -1.4 -1.5 0.2 0.210
```
Forces are in eV/Å.

Properties
Electronic energy: -287.3828 a.u.
Largest force on an atom: 0.14098 Eh/bohr
Charge: 0
LUMO: 0.6 eV
Relative energy (zero: lowest compared OMol25 entry of this formula, charge and spin): 128.27 kcal/mol
HOMO energy: -10.10 eV
Molecular weight: 93.1 g mol⁻¹
Gap between HOMO and LUMO: 10.721 eV